1.
C20H48AsF12N7O10S2 as an isolated structure at a distorted geometry, computed with wB97M-V/def2-TZVPD.

Values from the calculation:
Energy above the lowest of the compared OMol25 structures with the same formula, charge and spin in kcal per mole: 0.00
LUMO energy in eV: -9.6
Frontier orbital gap in Ha: 0.0325
Spin multiplicity: 1
Net charge: +4
M in g mol⁻¹: 913.68
HOMO level in eV: -10.4473

```
100
Properties=species:S:1:pos:R:3:lowdin_charge:R:1
N -2.317 -7.733 -0.050 0.046
H 5.791 12.448 1.202 0.205
F -3.302 1.543 5.217 0.104
N -7.498 6.617 -3.745 0.082
C -5.389 5.632 -2.515 0.031
F 2.136 -0.886 1.116 -0.259
H 4.440 10.567 3.116 0.136
F -6.725 -2.811 4.962 0.208
C 5.104 10.256 2.269 0.034
H 2.855 2.144 3.720 0.112
F 2.532 -1.651 -1.281 -0.228
O -6.562 -3.026 1.414 -0.348
C 3.052 1.280 4.361 0.020
H -9.360 5.787 -3.652 0.114
N 3.233 0.087 3.495 0.060
H -1.808 -7.651 0.846 0.178
H 6.560 -1.010 -6.191 0.110
H 7.903 -1.926 -2.526 0.110
H 5.074 -1.811 4.529 0.078
H -2.365 -6.704 -0.496 0.075
O -2.425 -5.391 -0.858 -0.018
F 3.530 -2.860 0.673 -0.230
H -3.881 -8.932 0.730 0.097
H 0.800 -4.753 -1.965 0.082
F 3.538 0.465 -0.437 -0.264
O -2.123 -9.032 -1.914 0.168
F 5.002 -1.531 -0.996 -0.299
F -4.757 -3.625 4.785 0.292
O 1.902 -1.619 4.340 0.193
H 8.272 -0.753 -3.868 0.117
N 4.811 12.252 0.863 0.064
C -1.631 -8.731 -0.868 -0.449
N -5.108 -0.669 2.415 -0.332
H 4.816 12.545 -0.127 0.195
C -3.763 -8.057 0.133 0.011
O -6.407 -0.732 2.798 -0.284
H 2.213 1.074 4.991 0.096
H -3.418 -6.323 -3.189 0.125
H 0.510 -3.172 -1.441 0.062
H 3.654 12.986 2.525 0.114
C -6.784 5.339 -3.009 -0.336
C 4.181 -2.282 4.242 0.032
F -3.968 2.184 3.064 0.125
H -0.326 -9.343 0.774 0.109
H -4.299 -8.263 -0.801 0.115
H 2.547 0.024 2.700 0.140
As 3.523 -1.236 0.059 0.858
C 5.917 -2.233 -4.445 -0.362
C -3.418 -5.179 -3.012 0.042
O 3.644 10.367 0.271 0.173
N -1.209 -4.129 -2.212 0.057
H 7.675 -2.371 -5.722 0.129
S -5.838 -2.344 2.471 1.050
H 4.457 -2.606 3.219 0.101
H 5.950 -0.308 -3.978 0.163
H 0.473 -8.455 -0.463 0.095
H -4.913 6.565 -2.967 0.118
C 0.075 -4.150 -1.457 -0.011
C 3.033 -1.370 4.130 -0.366
C -4.174 1.413 4.164 -0.520
H -6.961 7.447 -3.544 0.157
H -4.367 -4.951 -2.533 0.086
H 5.071 9.198 2.263 0.091
H 5.529 -1.246 -2.635 0.143
C -0.327 -9.175 -0.334 0.018
H -4.283 -7.272 0.626 0.091
H -7.377 6.434 -4.730 0.176
O -4.681 -0.954 5.181 -0.286
H 6.163 10.620 2.429 0.130
C 4.496 10.769 1.032 -0.386
F -6.320 -4.620 3.790 0.178
N 6.220 -1.122 -3.442 0.052
S -4.031 -0.465 3.959 0.795
H -0.045 -10.173 -0.807 0.135
O -7.422 4.371 -2.900 0.223
H -5.443 5.804 -1.427 0.117
H -0.014 -4.636 -0.485 0.090
H 3.901 1.415 4.968 0.089
C -8.893 6.713 -3.300 -0.006
C 3.666 13.000 1.437 0.017
H -4.775 4.765 -2.652 0.093
C 7.643 -0.963 -2.965 0.026
F 4.694 -0.798 1.345 -0.276
O 5.111 -3.027 -4.043 0.182
C -2.280 -4.879 -1.993 -0.450
H 7.682 -0.239 -2.150 0.107
H -9.450 7.543 -3.698 0.108
F -5.525 1.661 4.513 0.079
H -1.130 -3.774 -3.170 0.155
O -2.643 -0.873 3.631 -0.311
H 3.971 -3.157 4.912 0.135
H -8.963 6.798 -2.210 0.122
H 2.766 12.539 1.076 0.108
H 6.013 -2.591 -6.453 0.076
H 1.146 -14.153 -5.925 0.005
H 4.142 0.099 3.031 0.128
C -5.866 -3.498 4.297 -0.756
H 3.785 14.047 1.162 0.120
C 6.601 -2.039 -5.788 0.037
H -3.239 -4.537 -3.879 0.078
```

***

2.
An isolated ion of composition C4H6N3 and charge +1 at a distorted geometry, computed with wB97M-V/def2-TZVPD.

Values from the calculation:
Energy above the lowest of the compared OMol25 structures with the same formula, charge and spin in kcal per mole: 33.60
LUMO energy in eV: -4.1
Frontier orbital gap in Ha: 0.4193
Spin multiplicity: 1
Net charge: +1
SMILES: N#C[C@H]1CNC=[NH+]1
M in g mol⁻¹: 96.11
HOMO level in eV: -15.4855

```
13
Properties=species:S:1:pos:R:3:lowdin_charge:R:1
N 0.005 -1.195 0.299 0.115
C 0.565 0.070 0.801 -0.163
H 0.138 1.844 -0.456 0.099
H -1.799 0.724 -1.504 0.240
H -1.565 -1.700 -0.898 0.136
N -1.139 0.293 -0.737 0.110
C -0.245 1.155 0.172 -0.016
H -0.885 1.752 0.834 0.150
H 0.618 0.075 1.910 0.171
N 2.984 0.082 -0.455 0.183
C 2.012 -0.043 0.148 -0.116
C -1.000 -0.967 -0.537 -0.050
H 0.309 -2.091 0.425 0.139
```

***

3.
A 7-piece molecular cluster, C9H18Cl12O3 overall at a distorted geometry, computed with wB97M-V/def2-TZVPD.

Values from the calculation:
Energy above the lowest of the compared OMol25 structures with the same formula, charge and spin in kcal per mole: 0.00
LUMO energy in eV: 0.3
Frontier orbital gap in Ha: 0.3965
Spin multiplicity: 1
Net charge: 0
SMILES: COC(=O)OC.ClCCl.ClCCl.ClCCl.ClCCl.ClCCl.ClCCl
M in g mol⁻¹: 599.68
HOMO level in eV: -10.4562

```
42
Properties=species:S:1:pos:R:3:lowdin_charge:R:1
H 2.792 0.113 1.404 0.084
C -2.898 3.779 2.142 -1.046
Cl -5.281 1.234 -1.824 0.499
Cl -1.460 -2.688 0.870 0.523
H 0.244 1.088 -2.009 -0.008
H -3.972 -0.417 -2.926 0.021
H 2.745 -3.664 0.168 0.065
Cl 1.224 2.992 -0.881 0.540
O 1.997 -1.667 0.702 -0.035
C -2.535 -2.514 -0.536 -0.958
C -0.064 2.019 -1.595 -1.002
Cl -3.191 4.293 0.510 0.532
H 3.078 -4.322 -1.408 0.100
C 2.058 -1.340 -0.572 -0.622
Cl -1.631 -2.298 -2.106 0.473
C 2.438 -3.670 -0.823 -0.029
Cl 5.791 -0.335 -0.081 0.507
C 5.138 0.770 -1.297 -1.048
C 1.919 -0.504 1.554 -0.037
O 2.377 -2.356 -1.370 0.017
H 4.099 0.596 -1.233 -0.034
Cl -3.116 2.042 2.374 0.498
Cl -0.142 -1.691 4.388 0.572
H -1.664 -0.026 4.337 -0.010
H 0.992 0.125 1.358 0.090
H 2.016 -0.894 2.590 0.081
Cl 5.802 0.617 -2.913 0.534
Cl -1.221 1.356 -0.431 0.481
Cl -3.064 1.669 -3.730 0.486
H 5.322 1.789 -0.843 0.053
H -3.513 4.293 2.910 0.047
H -3.158 -3.395 -0.664 0.024
H -5.055 0.627 -4.072 0.010
H -0.665 2.677 -2.193 -0.009
H 1.379 -4.056 -0.794 0.109
C -4.404 0.587 -3.211 -0.993
O 1.937 -0.192 -0.955 0.049
Cl 0.256 1.264 4.408 0.506
H -3.131 -1.591 -0.353 0.027
H -1.870 3.979 2.356 0.010
H -0.844 -0.138 2.852 -0.035
C -0.722 -0.149 3.895 -1.073
```